Computed, not measured: a cluster of 2 separate species, C3H7N in total, with wB97M-V/def2-TZVPD.

Bonds (Å) are listed after each position.
Atoms and positions in Å:
1 C 1.414 0.329 0.046  N2 1.301, H6 1.081, H7 1.083
2 N 0.311 -0.303 -0.230  C1 1.301, C3 1.321, C4 1.457
3 C -0.759 -0.964 0.174  N2 1.321, C4 1.474, H8 1.076
4 C -0.894 -0.119 -1.027  N2 1.457, C3 1.474, H10 1.092, H11 1.096
5 H -0.071 1.052 1.652  H9 0.768
6 H 1.729 1.138 -0.598  C1 1.081
7 H 2.047 -0.046 0.840  C1 1.083
8 H -0.927 -1.976 0.500  C3 1.076
9 H -0.636 0.532 1.620  H5 0.768
10 H -0.843 -0.505 -2.047  C4 1.092
11 H -1.371 0.863 -0.930  C4 1.096

Results
LUMO level in eV: 1.25
Energy relative to the best compared isomer or geometry (same formula, charge and spin) in eV: 4.631
HOMO level in eV: -7.5
Total charge: 0
DFT total energy in a.u.: -173.07190

Computed, not measured: an isolated molecule of C7H14O at a distorted geometry, with wB97M-V/def2-TZVPD.

Bonds (Å) are listed after each position.
Atoms and positions in Å:
1 C -0.188 0.670 0.372  C2 1.697, C3 1.574, C4 1.506, H9 1.044
2 C -0.492 0.547 -1.292  C1 1.697, C5 1.533, O8 1.418, H10 1.099
3 C 0.333 -0.800 0.155  C1 1.574, C6 1.634, C7 1.479, O8 1.430
4 C -1.340 0.853 1.325  C1 1.506, H11 1.115, H12 1.195, H13 1.068
5 C 0.249 1.609 -2.112  C2 1.533, H14 1.168, H15 1.111, H16 1.145
6 C 1.916 -0.938 0.535  C3 1.634, H17 1.086, H18 1.104, H19 1.084
7 C -0.430 -1.892 0.796  C3 1.479, H20 1.147, H21 1.100, H22 1.145
8 O 0.161 -0.711 -1.261  C2 1.418, C3 1.430
9 H 0.467 1.459 0.569  C1 1.044
10 H -1.508 0.443 -1.700  C2 1.099
11 H -2.335 0.490 0.979  C4 1.115
12 H -1.509 1.963 1.734  C4 1.195
13 H -1.180 0.381 2.270  C4 1.068
14 H 0.706 0.973 -2.979  C5 1.168
15 H 0.943 2.316 -1.609  C5 1.111
16 H -0.583 2.220 -2.606  C5 1.145
17 H 2.052 -1.957 0.883  C6 1.086
18 H 1.869 -0.156 1.312  C6 1.104
19 H 2.480 -0.644 -0.343  C6 1.084
20 H 0.084 -2.873 0.499  C7 1.147
21 H -1.505 -1.909 0.569  C7 1.100
22 H -0.189 -2.044 1.905  C7 1.145

Results
LUMO level in eV: 0.97
SMILES: C[C@@H]1[C@@H](C)OC1(C)C
Energy relative to the best compared isomer or geometry (same formula, charge and spin) in eV: 2.455
HOMO level in eV: -9.4
Total charge: 0
DFT total energy in a.u.: -350.26925

Computed, not measured: the ion C5H12N2O with charge +2 at a distorted geometry, with wB97M-V/def2-TZVPD.

Bonds (Å) are listed after each position.
Atoms and positions in Å:
1 C -1.790 1.084 0.116  C2 1.533, N6 1.497, H9 1.170, H10 1.085
2 C -0.366 1.095 -0.452  C1 1.533, N7 1.431, H11 1.035, H12 1.019
3 C -0.948 -1.094 -0.298  N6 1.496, N7 1.450, H13 1.182, H14 1.057
4 C 0.516 -0.267 1.417  N7 1.509, H15 1.072, H16 1.037, H17 1.156
5 C 1.390 -0.288 -0.899  N7 1.514, H18 1.165, H19 1.060, H20 1.027
6 N -2.208 -0.349 0.014  C1 1.497, C3 1.496, O8 1.178
7 N 0.146 -0.177 -0.044  C2 1.431, C3 1.450, C4 1.509, C5 1.514
8 O -3.334 -0.683 -0.080  N6 1.178
9 H -1.701 1.267 1.268  C1 1.170
10 H -2.375 1.843 -0.393  C1 1.085
11 H -0.327 1.150 -1.485  C2 1.035
12 H 0.190 1.862 -0.078  C2 1.019
13 H -1.035 -2.093 0.328  C3 1.182
14 H -1.067 -1.421 -1.296  C3 1.057
15 H -0.258 0.223 1.975  C4 1.072
16 H 0.764 -1.211 1.766  C4 1.037
17 H 1.515 0.299 1.549  C4 1.156
18 H 1.909 -1.327 -0.814  C5 1.165
19 H 1.112 -0.123 -1.908  C5 1.060
20 H 2.067 0.441 -0.646  C5 1.027

Results
LUMO level in eV: -11.74
SMILES: C[N+]1(C)CC[N+](=O)C1
Energy relative to the best compared isomer or geometry (same formula, charge and spin) in eV: 5.096
HOMO level in eV: -21.9
Total charge: +2
DFT total energy in a.u.: -381.62022

Computed, not measured: a cluster of 9 separate species, C42H91F8N10O16S8 in total at a distorted geometry, with wB97M-V/def2-TZVPD.

Bonds (Å) are listed after each position.
Atoms and positions in Å:
1 C 22.546 -19.552 -17.721  C2 1.556, H11 1.092, H12 1.087, H13 1.084
2 C 21.172 -19.583 -16.990  C1 1.556, C3 1.536, H14 1.095, H15 1.092
3 C 21.373 -19.673 -15.470  C2 1.536, C4 1.531, H16 1.092, H17 1.089
4 C 19.990 -19.847 -14.837  C3 1.531, N5 1.529, H18 1.089, H19 1.089
5 N 19.899 -19.257 -13.429  C4 1.529, C6 1.534, C9 1.510, C10 1.517
6 C 20.168 -17.746 -13.436  N5 1.534, C7 1.547, H20 1.084, H21 1.090
7 C 19.105 -17.011 -12.586  C6 1.547, C8 1.549, H22 1.087, H23 1.087
8 C 18.195 -18.127 -12.014  C7 1.549, C9 1.530, H24 1.092, H25 1.086
9 C 18.485 -19.336 -12.905  N5 1.510, C8 1.530, H26 1.088, H27 1.091
10 C 20.837 -19.964 -12.470  N5 1.517, H28 1.090, H29 1.085, H30 1.088
11 H 23.012 -20.497 -17.433  C1 1.092
12 H 23.134 -18.760 -17.264  C1 1.087
13 H 22.320 -19.526 -18.780  C1 1.084
14 H 20.554 -20.442 -17.271  C2 1.095
15 H 20.561 -18.740 -17.318  C2 1.092
16 H 21.810 -18.724 -15.152  C3 1.092
17 H 21.955 -20.544 -15.174  C3 1.089
18 H 19.791 -20.917 -14.785  C4 1.089
19 H 19.227 -19.340 -15.425  C4 1.089
20 H 21.179 -17.462 -13.169  C6 1.084
21 H 19.916 -17.429 -14.448  C6 1.090
22 H 19.629 -16.498 -11.783  C7 1.087
23 H 18.516 -16.314 -13.175  C7 1.087
24 H 18.555 -18.304 -10.998  C8 1.092
25 H 17.138 -17.900 -11.912  C8 1.086
26 H 18.272 -20.293 -12.434  C9 1.088
27 H 17.877 -19.246 -13.806  C9 1.091
28 H 20.617 -21.006 -12.704  C10 1.090
29 H 20.713 -19.726 -11.419  C10 1.085
30 H 21.856 -19.792 -12.811  C10 1.088
31 C 17.043 -14.335 -19.273  C32 1.537, H41 1.094, H42 1.091, H43 1.087
32 C 15.908 -14.065 -18.272  C31 1.537, C33 1.553, H44 1.090, H45 1.093
33 C 14.487 -13.652 -18.745  C32 1.553, C34 1.532, H46 1.094, H47 1.089
34 C 13.705 -14.718 -19.517  C33 1.532, N35 1.520, H48 1.091, H49 1.089
35 N 12.352 -14.211 -19.991  C34 1.520, C36 1.550, C39 1.531, C40 1.507
36 C 11.502 -13.489 -18.915  N35 1.550, C37 1.518, H50 1.089, H51 1.093
37 C 10.041 -13.617 -19.310  C36 1.518, C38 1.535, H52 1.088, H53 1.088
38 C 9.994 -14.772 -20.319  C37 1.535, C39 1.528, H54 1.089, H55 1.086
39 C 11.401 -15.368 -20.308  N35 1.531, C38 1.528, H56 1.089, H57 1.088
40 C 12.448 -13.247 -21.146  N35 1.507, H58 1.089, H59 1.085, H60 1.090
41 H 17.502 -13.439 -19.701  C31 1.094
42 H 16.642 -14.882 -20.126  C31 1.091
43 H 17.850 -14.799 -18.711  C31 1.087
44 H 16.249 -13.284 -17.592  C32 1.090
45 H 15.833 -15.003 -17.716  C32 1.093
46 H 14.690 -12.759 -19.342  C33 1.094
47 H 13.825 -13.383 -17.923  C33 1.089
48 H 13.432 -15.505 -18.813  C34 1.091
49 H 14.238 -15.031 -20.413  C34 1.089
50 H 11.889 -12.486 -18.739  C36 1.089
51 H 11.824 -14.049 -18.034  C36 1.093
52 H 9.642 -12.729 -19.795  C37 1.088
53 H 9.451 -13.886 -18.437  C37 1.088
54 H 9.788 -14.330 -21.293  C38 1.089
55 H 9.228 -15.476 -20.007  C38 1.086
56 H 11.667 -15.770 -21.285  C39 1.089
57 H 11.486 -16.102 -19.509  C39 1.088
58 H 13.260 -12.557 -20.924  C40 1.089
59 H 11.544 -12.680 -21.343  C40 1.085
60 H 12.770 -13.823 -22.014  C40 1.090
61 C 18.674 -21.256 -22.531  C62 1.545, H71 1.090, H72 1.087, H73 1.087
62 C 19.611 -20.135 -23.033  C61 1.545, C63 1.557, H74 1.092, H75 1.097
63 C 18.864 -18.956 -23.725  C62 1.557, C64 1.556, H76 1.089, H77 1.092
64 C 19.794 -17.710 -23.785  C63 1.556, N65 1.528, H78 1.091, H79 1.081
65 N 19.007 -16.427 -24.050  C64 1.528, C66 1.542, C69 1.562, C70 1.493
66 C 17.978 -16.502 -25.195  N65 1.542, C67 1.487, H80 1.087, H81 1.090
67 C 18.142 -15.211 -25.913  C66 1.487, C68 1.508, H82 1.093, H83 1.092
68 C 19.627 -14.955 -25.954  C67 1.508, C69 1.530, H84 1.089, H85 1.093
69 C 19.994 -15.307 -24.511  N65 1.562, C68 1.530, H86 1.087, H87 1.088
70 C 18.313 -16.091 -22.771  N65 1.493, H88 1.094, H89 1.088, H90 1.086
71 H 18.410 -21.913 -23.359  C61 1.090
72 H 17.789 -20.797 -22.096  C61 1.087
73 H 19.303 -21.855 -21.876  C61 1.087
74 H 20.507 -20.483 -23.550  C62 1.092
75 H 20.101 -19.765 -22.123  C62 1.097
76 H 17.886 -18.800 -23.271  C63 1.089
77 H 18.712 -19.383 -24.719  C63 1.092
78 H 20.385 -17.744 -24.701  C64 1.091
79 H 20.431 -17.500 -22.938  C64 1.081
80 H 16.976 -16.723 -24.836  C66 1.087
81 H 18.304 -17.358 -25.787  C66 1.090
82 H 17.630 -14.402 -25.385  C67 1.093
83 H 17.727 -15.232 -26.923  C67 1.092
84 H 19.942 -13.960 -26.269  C68 1.089
85 H 20.195 -15.570 -26.657  C68 1.093
86 H 19.787 -14.469 -23.850  C69 1.087
87 H 21.016 -15.665 -24.404  C69 1.088
88 H 17.949 -15.059 -22.776  C70 1.094
89 H 19.013 -16.080 -21.939  C70 1.088
90 H 17.439 -16.726 -22.664  C70 1.086
91 C 17.941 -18.542 -18.750  C92 1.527, H101 1.089, H102 1.093, H103 1.090
92 C 17.077 -17.522 -19.489  C91 1.527, C93 1.517, H104 1.090, H105 1.092
93 C 15.979 -18.155 -20.324  C92 1.517, C94 1.498, H106 1.093, H107 1.101
94 C 14.995 -18.938 -19.510  C93 1.498, N95 1.506, H108 1.092, H109 1.095
95 N 13.921 -19.655 -20.283  C94 1.506, C96 1.542, C99 1.528, C100 1.523
96 C 12.878 -18.597 -20.695  N95 1.542, C97 1.490, H110 1.093, H111 1.086
97 C 11.572 -18.936 -20.062  C96 1.490, C98 1.535, H112 1.090, H113 1.078
98 C 11.682 -20.463 -19.961  C97 1.535, C99 1.505, H114 1.090, H115 1.091
99 C 13.080 -20.595 -19.420  N95 1.528, C98 1.505, H116 1.093, H117 1.092
100 C 14.573 -20.397 -21.442  N95 1.523, H118 1.086, H119 1.090, H120 1.086
101 H 18.275 -19.380 -19.360  C91 1.089
102 H 17.371 -18.828 -17.863  C91 1.093
103 H 18.812 -18.011 -18.366  C91 1.090
104 H 17.766 -16.945 -20.106  C92 1.090
105 H 16.646 -16.821 -18.773  C92 1.092
106 H 16.516 -18.697 -21.106  C93 1.093
107 H 15.416 -17.418 -20.916  C93 1.101
108 H 14.595 -18.338 -18.688  C94 1.092
109 H 15.519 -19.753 -19.000  C94 1.095
110 H 12.721 -18.644 -21.776  C96 1.093
111 H 13.286 -17.624 -20.439  C96 1.086
112 H 10.655 -18.718 -20.610  C97 1.090
113 H 11.526 -18.426 -19.113  C97 1.078
114 H 11.504 -21.009 -20.888  C98 1.090
115 H 10.929 -20.785 -19.239  C98 1.091
116 H 13.516 -21.597 -19.449  C99 1.093
117 H 13.248 -20.337 -18.373  C99 1.092
118 H 15.509 -20.864 -21.151  C100 1.086
119 H 14.753 -19.590 -22.152  C100 1.090
120 H 13.800 -21.048 -21.841  C100 1.086
121 C 6.717 -25.362 -24.010  C122 1.569, H129 1.092, H130 1.088, H131 1.087
122 C 7.937 -26.166 -23.440  C121 1.569, N123 1.459, H132 1.088, H133 1.086
123 N 8.255 -25.685 -22.100  C122 1.459, C124 1.386, C127 1.333
124 C 7.694 -26.229 -20.955  N123 1.386, C125 1.362, H134 1.077
125 C 8.102 -25.498 -19.880  C124 1.362, N126 1.398, H135 1.076
126 N 8.919 -24.484 -20.390  C125 1.398, C127 1.343, C128 1.453
127 C 8.833 -24.542 -21.729  N123 1.333, N126 1.343, H136 1.080
128 C 9.555 -23.381 -19.689  N126 1.453, H137 1.089, H138 1.085, H139 1.093
129 H 5.924 -25.290 -23.263  C121 1.092
130 H 6.259 -25.928 -24.818  C121 1.088
131 H 7.040 -24.350 -24.240  C121 1.087
132 H 8.767 -26.006 -24.125  C122 1.088
133 H 7.691 -27.224 -23.474  C122 1.086
134 H 7.040 -27.071 -21.103  C124 1.077
135 H 7.901 -25.714 -18.845  C125 1.076
136 H 9.383 -23.811 -22.304  C127 1.080
137 H 9.193 -23.241 -18.672  C128 1.089
138 H 9.550 -22.460 -20.262  C128 1.085
139 H 10.602 -23.625 -19.490  C128 1.093
140 N 17.714 -23.635 -17.758  S141 1.645, S145 1.505
141 S 17.384 -24.573 -19.069  N140 1.645, O142 1.448, O143 1.420, F144 1.603, S145 2.433
142 O 18.030 -24.146 -20.293  S141 1.448
143 O 16.113 -25.204 -19.127  S141 1.420
144 F 18.329 -25.800 -18.657  S141 1.603
145 S 17.464 -22.260 -18.317  N140 1.505, S141 2.433, O146 1.449, O147 1.438, F148 1.660
146 O 16.177 -21.920 -18.891  S145 1.449
147 O 18.600 -21.599 -18.898  S145 1.438
148 F 17.343 -21.557 -16.818  S145 1.660
149 N 12.029 -16.651 -17.338  S150 1.661, S154 1.496
150 S 12.922 -17.289 -16.091  N149 1.661, O151 1.436, O152 1.439, F153 1.621, S154 2.396
151 O 13.069 -18.716 -16.145  S150 1.436
152 O 12.970 -16.605 -14.826  S150 1.439
153 F 14.344 -16.745 -16.647  S150 1.621
154 S 10.664 -16.841 -16.756  N149 1.496, S150 2.396, O155 1.435, O156 1.433, F157 1.668
155 O 10.245 -15.892 -15.765  S154 1.435
156 O 10.084 -18.149 -16.840  S154 1.433
157 F 9.948 -16.225 -18.132  S154 1.668
158 N 14.289 -24.992 -23.066  S159 1.675, S163 1.541
159 S 12.962 -23.975 -23.160  N158 1.675, O160 1.441, O161 1.451, F162 1.588, S163 2.362
160 O 12.937 -22.845 -24.054  S159 1.441
161 O 12.167 -23.743 -21.968  S159 1.451
162 F 12.090 -25.060 -23.923  S159 1.588
163 S 15.232 -23.907 -22.511  N158 1.541, S159 2.362, O164 1.447, O165 1.449, F166 1.615
164 O 14.899 -23.349 -21.218  S163 1.447
165 O 16.029 -23.144 -23.451  S163 1.449
166 F 16.299 -25.035 -22.065  S163 1.615
167 N 21.285 -15.715 -21.268  S168 1.503, S172 1.663
168 S 22.549 -15.143 -21.847  N167 1.503, O169 1.453, O170 1.426, F171 1.619, S172 2.359
169 O 23.002 -15.734 -23.095  S168 1.453
170 O 23.524 -14.627 -20.943  S168 1.426
171 F 21.817 -13.799 -22.374  S168 1.619
172 S 21.971 -17.113 -20.685  N167 1.663, S168 2.359, O173 1.435, O174 1.426, F175 1.647
173 O 22.820 -16.985 -19.536  S172 1.435
174 O 22.207 -18.168 -21.614  S172 1.426
175 F 20.635 -17.687 -19.912  S172 1.647

Results
LUMO level in eV: -2.36
Energy relative to the best compared isomer or geometry (same formula, charge and spin) in eV: 0.000
HOMO level in eV: -10.3
Total charge: +1
DFT total energy in a.u.: -7390.22436